Here is C35H53N6O3PW as an isolated structure from the Open Molecules 2025 dataset. Energies are from ωB97M-V/def2-TZVPD.

```
! RIJCOSX wB97M-V def2-TZVPD def2/J DEFGRID3
* xyz 2 1
W -0.949 1.350 -0.312
C 2.087 4.156 0.496
C 1.016 3.984 1.582
C -0.418 4.341 1.221
N -1.318 3.310 0.646
C -2.540 3.713 0.372
C -3.022 5.044 0.619
C -4.125 5.665 0.125
C -5.137 5.198 -0.758
C -5.341 3.921 -1.161
C -4.584 2.774 -0.806
C -3.413 2.676 -0.128
N -2.870 1.358 0.064
C -3.615 0.589 1.069
C -3.102 0.966 2.446
C -1.715 0.421 2.730
N -0.644 0.795 1.785
C 0.598 0.526 2.173
C 0.880 -0.195 3.368
C 2.063 -0.428 4.014
C 3.358 0.017 3.703
C 3.727 0.710 2.587
C 2.948 1.103 1.486
C 1.600 0.981 1.236
N 1.012 1.398 0.058
C 1.854 2.020 -0.994
C 1.863 3.547 -0.886
H 3.049 3.843 0.910
H 2.197 5.232 0.334
H 1.288 4.697 2.364
H 1.045 3.023 2.088
H -0.403 5.201 0.543
H -0.897 4.676 2.144
H -2.405 5.660 1.256
H -4.236 6.699 0.429
H -5.839 5.945 -1.105
H -6.192 3.734 -1.802
H -4.986 1.827 -1.152
H -3.507 -0.481 0.888
H -4.675 0.823 0.977
H -3.766 0.555 3.209
H -3.123 2.052 2.559
H -1.787 -0.675 2.796
H -1.423 0.763 3.725
H 0.023 -0.637 3.854
H 1.979 -1.023 4.916
H 4.136 -0.227 4.414
H 4.777 0.970 2.509
H 3.528 1.589 0.718
H 1.455 1.721 -1.961
H 2.852 1.592 -0.970
H 0.931 3.936 -1.296
H 2.649 3.906 -1.553
N -1.151 -0.871 -0.124
C -1.987 -1.458 -1.181
C -1.661 -0.694 -2.430
O -2.085 -1.007 -3.513
N -0.831 0.392 -2.170
C -0.534 1.165 -3.364
C -0.667 2.609 -3.010
O -0.572 3.560 -3.707
O -0.915 2.739 -1.661
H -0.197 -1.274 -0.273
H -1.449 -1.180 0.794
H -3.047 -1.347 -0.958
H -1.771 -2.513 -1.333
H -1.217 0.918 -4.176
H 0.479 0.976 -3.730
C 3.616 -4.554 -0.051
C 3.062 -3.196 -0.480
C 3.355 -2.139 0.583
P 1.277 -3.104 -1.006
C 1.310 -3.659 -2.781
C 2.273 -4.783 -3.170
C -0.102 -3.966 -3.291
C 0.282 -4.359 -0.046
C 0.550 -5.860 -0.176
C 0.251 -3.951 1.432
H 4.704 -4.496 0.026
H 3.375 -5.352 -0.747
H 3.239 -4.836 0.932
H 3.584 -2.885 -1.391
H 2.707 -2.250 1.458
H 3.201 -1.139 0.176
H 4.390 -2.215 0.925
H 1.652 -2.752 -3.294
H 1.972 -5.746 -2.759
H 3.300 -4.589 -2.863
H 2.275 -4.884 -4.257
H -0.520 -4.850 -2.809
H -0.067 -4.168 -4.362
H -0.794 -3.134 -3.154
H -0.723 -4.184 -0.449
H 1.432 -6.160 0.384
H 0.680 -6.175 -1.207
H -0.297 -6.416 0.232
H 1.210 -4.146 1.913
H -0.505 -4.526 1.971
H 0.032 -2.885 1.566
*
```

Summary:
HOMO ... -13.082 eV
E_tot ... -63340.4224 eV



Here is an isolated molecule of C5H10O2 from the Open Molecules 2025 dataset. Energies are from ωB97M-V/def2-TZVPD.

```
! RIJCOSX wB97M-V def2-TZVPD def2/J DEFGRID3
* xyz 0 1
C -0.385 -0.291 2.027
O 0.075 0.779 1.217
C 1.026 0.362 0.271
C 1.051 1.071 -1.043
C 0.571 -0.355 -0.969
C -0.902 -0.655 -1.197
O -1.775 0.366 -0.771
H -1.074 -0.941 1.471
H -0.917 0.152 2.871
H 0.453 -0.895 2.397
H 1.977 0.076 0.723
H 2.013 1.288 -1.500
H 0.280 1.819 -1.210
H 1.239 -1.129 -1.344
H -1.146 -1.617 -0.714
H -1.080 -0.782 -2.270
H -1.407 0.750 0.041
*
```

Summary:
HOMO ... -9.603 eV
ΔE to the lowest compared entry with this formula, charge and spin ... 59.0 kcal per mole
E_tot ... -9440.4834 eV
SMILES string ... CO[C@@H]1C[C@@H]1CO



no.,LUMO level (Ha)
1,-0.2724
2,0.0371